Record 1
Computed, not measured: an isolated molecule of C12H16N6O2S2 at a distorted geometry, with the ωB97M-V functional and the def2-TZVPD basis.

Properties
LUMO energy ... 0.262 eV
Max |F| ... 1.56 eV/A
Total energy ... -47410.8548 eV
SMILES string ... CCCCc1nnc(NC(=O)CSc2nc(N)cc(=O)[nH]2)s1

```
38
Properties=species:S:1:pos:R:3:forces:R:3
C 2.439 -1.981 -3.547 -0.22 0.10 0.09
C 1.233 -1.980 -2.617 0.22 -0.18 -0.01
C 1.145 -3.278 -1.817 -0.25 0.24 -0.01
H 1.153 -4.124 -2.507 0.04 -0.05 0.02
H 2.015 -3.357 -1.166 0.06 -0.08 -0.02
C -0.124 -3.366 -0.968 0.19 -0.34 -0.24
C -0.144 -2.390 0.146 -0.94 0.00 0.41
N 0.838 -1.667 0.534 0.63 -0.73 -1.17
N 0.587 -0.878 1.571 -0.10 0.83 1.32
C -0.623 -0.962 2.005 -0.28 -0.93 -0.86
N -1.181 -0.281 3.042 -0.71 -0.16 0.39
C -0.726 0.793 3.782 0.05 -0.06 -0.03
O -1.421 1.215 4.672 -0.01 0.06 0.18
C 0.604 1.386 3.398 -0.06 0.64 -0.29
H 1.021 0.937 2.499 0.06 0.08 0.25
H 1.295 1.315 4.238 -0.03 -0.02 -0.01
S 0.362 3.168 3.121 0.20 0.13 0.28
C -0.416 3.123 1.549 0.19 -0.29 -0.01
N -0.415 2.024 0.874 0.06 -0.22 0.07
C -0.990 2.047 -0.366 -0.29 0.48 0.03
C -1.594 3.166 -0.876 0.03 -0.18 -0.14
C -1.615 4.386 -0.139 0.19 -0.20 0.08
O -2.092 5.453 -0.457 -0.14 0.29 -0.06
N -0.962 4.273 1.118 0.03 0.17 0.12
H -0.927 5.108 1.690 -0.09 -0.09 -0.10
H -2.051 3.161 -1.851 -0.06 0.04 -0.10
N -0.952 0.853 -1.022 -0.01 -0.05 -0.10
H -1.134 0.867 -2.011 0.03 -0.04 0.03
H -0.247 0.206 -0.707 0.06 -0.04 -0.01
H -2.116 -0.575 3.307 0.23 0.16 0.06
S -1.603 -2.127 1.109 0.88 0.43 0.06
H -0.209 -4.370 -0.540 -0.07 0.02 -0.05
H -1.009 -3.207 -1.592 0.01 -0.07 -0.01
H 0.320 -1.852 -3.206 -0.09 0.04 0.01
H 1.316 -1.141 -1.926 -0.07 0.04 -0.03
H 3.357 -2.094 -2.976 0.14 -0.01 0.02
H 2.494 -1.049 -4.104 0.09 0.06 -0.09
H 2.374 -2.802 -4.259 0.04 -0.08 -0.10
```
Positions in Å, forces in eV/Å.


Record 2
Computed, not measured: C19H18ClCuIN2O2 as an isolated structure at a distorted geometry, with the ωB97M-V functional and the def2-TZVPD basis.

Properties
Spin multiplicity ... 2
LUMO energy (spin up / spin down) ... -1.801 / -1.959 eV
Max |F| ... 2.29 eV/A
Total energy ... -92333.1101 eV

```
44
Properties=species:S:1:pos:R:3:forces:R:3
C 0.451 -0.813 3.757 -0.47 -0.12 0.35
C 1.808 -0.311 3.425 0.72 0.79 -1.02
H -0.090 -0.066 4.342 -0.04 -0.19 0.14
H 0.597 -1.727 4.322 -0.59 -0.29 0.22
H -0.148 -0.991 2.870 -0.05 -0.25 -0.19
H 1.710 0.556 2.747 0.33 -0.17 0.50
H 2.337 -0.041 4.339 0.19 0.15 -0.11
H 2.396 -1.054 2.878 -0.01 -0.03 0.17
C -3.073 0.737 -0.652 -0.34 0.17 -0.68
C -4.350 1.225 -0.923 0.56 0.38 -0.42
C -4.467 2.227 -1.910 -0.05 -0.52 0.49
C -3.328 2.804 -2.486 0.42 -0.29 -0.02
H -2.844 0.031 0.143 -0.27 -0.08 -0.25
H -5.191 0.798 -0.379 0.08 0.35 -0.25
H -5.466 2.540 -2.203 0.27 0.17 0.05
H -3.380 3.628 -3.213 -0.12 -0.41 0.54
N -2.025 1.125 -1.381 -1.10 1.44 0.50
C -2.083 2.247 -2.167 -1.49 -1.43 0.37
C -0.761 2.708 -2.531 2.22 0.00 -0.58
N 0.214 1.901 -2.017 0.28 1.41 0.11
C 1.483 2.311 -1.936 -0.39 0.09 -0.57
C 0.969 4.146 -3.396 0.26 -0.47 0.24
C 1.920 3.397 -2.692 -0.53 -0.16 0.11
H 2.110 1.757 -1.235 0.02 0.01 -0.53
H 2.982 3.595 -2.716 -0.10 0.29 -0.04
C -0.392 3.852 -3.250 -0.20 -0.57 0.17
H -1.168 4.452 -3.718 0.25 0.04 0.11
H 1.312 4.945 -4.048 -0.24 0.00 0.20
Cu -0.345 0.354 -1.041 0.64 -0.30 0.83
I -0.207 2.330 1.443 -0.17 -0.36 -0.60
Cl 2.170 -5.049 4.084 0.12 -0.22 0.49
C 1.788 -4.344 2.570 -0.31 0.62 -1.30
C 2.780 -3.657 1.851 -0.39 -0.25 0.06
C 2.455 -3.078 0.623 0.10 -0.23 0.29
C 1.173 -3.214 0.097 -0.17 0.34 0.22
C 0.172 -3.835 0.842 0.34 -0.11 0.15
C 0.477 -4.419 2.076 0.34 0.07 -0.03
C 0.812 -2.370 -1.114 0.38 -1.29 -0.52
O 0.772 -2.802 -2.263 -0.19 1.04 1.35
O 0.612 -1.165 -0.658 -0.35 0.80 -0.47
H 3.782 -3.566 2.271 -0.29 0.00 -0.12
H 3.183 -2.455 0.099 -0.11 -0.33 0.13
H -0.855 -3.796 0.480 0.21 -0.25 0.10
H -0.293 -4.913 2.669 0.21 0.16 -0.17
```
Positions in Å, forces in eV/Å.


Record 3
Computed, not measured: C48H55N4O6S2Sb2ScSe2 as an isolated structure, with the ωB97M-V functional and the def2-TZVPD basis.

Properties
Total charge ... -2
LUMO energy ... 3.771 eV
Max |F| ... 0.55 eV/A
Total energy ... -255058.4825 eV

```
120
Properties=species:S:1:pos:R:3:forces:R:3
Sc -0.788 -1.590 -0.149 -0.39 -0.22 0.31
O -5.467 -1.400 -1.194 -0.08 -0.07 -0.02
C -4.937 -1.675 0.096 0.06 0.03 0.03
C -4.646 -3.163 0.324 -0.01 0.09 0.02
C -5.981 -3.927 0.364 0.05 -0.02 -0.02
O -6.807 -3.617 1.486 0.00 0.04 0.06
C -3.948 -3.330 1.683 0.00 -0.11 -0.14
Se -1.986 -3.160 1.804 0.10 0.30 0.01
C -3.845 -3.812 -0.815 0.05 -0.16 0.04
Se -2.581 -2.721 -1.848 0.24 0.17 -0.21
H -4.731 -1.562 -1.808 0.04 0.06 -0.04
H -5.700 -1.361 0.813 0.02 0.02 0.01
H -4.029 -1.092 0.276 -0.07 -0.10 0.00
H -5.773 -5.007 0.349 0.01 0.02 -0.01
H -6.562 -3.672 -0.523 0.00 -0.01 0.00
H -6.224 -3.572 2.253 -0.04 -0.02 0.00
H -4.158 -4.336 2.063 -0.01 0.01 0.02
H -4.362 -2.610 2.396 0.02 0.00 0.01
H -4.538 -4.203 -1.564 0.02 0.03 -0.02
H -3.282 -4.655 -0.412 -0.05 -0.02 0.00
C 1.002 -4.047 -1.802 -0.04 -0.01 -0.01
N 0.868 -3.155 -0.651 0.08 0.21 0.00
C 1.876 -3.026 0.132 0.02 -0.07 0.10
C 1.780 -2.253 1.335 0.15 0.02 -0.26
C 2.554 -2.338 2.490 -0.07 0.10 0.02
C 1.869 -1.592 3.460 0.05 -0.04 0.00
C 0.730 -1.097 2.835 -0.02 0.15 -0.10
N 0.671 -1.471 1.540 0.03 -0.28 0.11
C 0.692 -5.481 -1.443 0.02 0.01 -0.04
C -0.342 -5.799 -0.567 0.01 0.01 0.02
C -0.633 -7.124 -0.285 -0.04 -0.02 0.03
C 0.096 -8.151 -0.872 -0.01 -0.04 0.00
C 1.129 -7.841 -1.743 0.01 0.00 -0.01
C 1.424 -6.512 -2.021 0.01 0.01 -0.03
H 2.008 -3.977 -2.231 -0.05 0.01 0.02
H 0.303 -3.708 -2.568 0.05 -0.04 0.05
H 2.825 -3.534 -0.074 -0.10 -0.11 0.01
H 3.468 -2.901 2.605 0.03 -0.01 0.00
H 2.160 -1.424 4.485 0.00 0.01 0.01
H -0.053 -0.495 3.269 -0.01 -0.02 0.01
H -0.911 -5.009 -0.090 0.00 0.02 0.00
H -1.436 -7.350 0.405 -0.01 -0.02 0.01
H -0.138 -9.185 -0.647 0.00 -0.01 0.00
H 1.712 -8.630 -2.204 0.00 -0.02 0.00
H 2.233 -6.268 -2.701 0.01 0.00 0.00
C -1.837 2.051 -6.273 0.05 0.05 0.01
Sb -1.288 1.036 -4.436 -0.07 -0.15 -0.18
C -1.411 -0.896 -5.376 0.07 0.02 0.04
C -3.342 0.914 -3.820 0.01 0.01 0.03
H -2.665 1.510 -6.732 -0.03 0.01 -0.04
H -0.994 2.072 -6.963 0.04 -0.02 -0.03
H -2.144 3.078 -6.072 -0.02 0.03 0.02
H -2.236 -0.876 -6.089 -0.02 -0.04 -0.01
H -1.602 -1.652 -4.615 -0.01 0.00 0.02
H -0.476 -1.136 -5.877 0.03 0.01 -0.02
H -3.923 0.580 -4.680 -0.05 0.03 -0.01
H -3.711 1.876 -3.466 0.00 0.03 0.00
H -3.450 0.176 -3.026 0.03 -0.03 0.03
C 3.408 4.741 2.244 0.03 0.00 0.05
C 2.637 4.963 0.969 0.07 0.07 0.09
C 3.018 6.026 0.150 0.02 0.02 0.03
C 2.334 6.334 -1.015 0.01 0.02 -0.03
C 1.236 5.575 -1.380 -0.02 -0.02 0.00
C 0.853 4.507 -0.581 0.03 -0.05 -0.05
C 1.541 4.179 0.592 -0.08 0.00 -0.21
Sb 0.678 2.412 1.490 -0.16 -0.07 0.07
C 2.315 1.851 2.766 0.16 -0.09 -0.10
C 3.313 1.250 2.001 0.03 -0.01 -0.05
C 4.494 0.791 2.564 0.00 0.01 0.01
C 4.682 0.919 3.929 0.01 -0.02 -0.01
C 3.682 1.486 4.705 -0.01 0.01 0.02
C 2.493 1.948 4.148 -0.04 0.04 0.09
C 1.442 2.523 5.058 0.00 0.01 0.02
C -0.614 3.558 2.793 -0.05 -0.01 0.12
C -0.421 4.929 2.955 0.01 0.06 -0.05
C -1.262 5.695 3.745 -0.02 0.03 0.03
C -2.337 5.091 4.382 0.00 0.04 0.01
C -2.548 3.734 4.219 -0.01 -0.03 -0.02
C -1.699 2.949 3.437 0.01 0.02 0.03
C -1.968 1.470 3.375 -0.01 -0.07 -0.07
H 4.021 5.616 2.465 0.02 0.00 0.02
H 4.062 3.869 2.185 0.00 0.01 -0.02
H 2.741 4.567 3.089 -0.03 0.02 -0.01
H 3.867 6.632 0.449 0.02 0.01 -0.01
H 2.659 7.166 -1.630 0.00 0.00 0.00
H 0.683 5.791 -2.286 0.00 0.02 -0.01
H 0.009 3.898 -0.896 -0.01 -0.01 0.00
H 3.172 1.120 0.931 -0.03 -0.01 -0.01
H 5.241 0.317 1.942 0.02 0.00 -0.01
H 5.589 0.555 4.397 0.02 0.00 0.01
H 3.819 1.566 5.778 0.00 -0.01 0.02
H 1.740 2.407 6.101 0.00 0.02 0.02
H 0.482 2.024 4.923 0.00 -0.02 0.00
H 1.269 3.584 4.865 0.01 0.01 -0.01
H 0.402 5.419 2.447 0.01 0.00 -0.01
H -1.084 6.758 3.855 0.00 0.01 0.00
H -3.012 5.676 4.995 0.00 0.01 0.01
H -3.393 3.259 4.706 -0.01 -0.01 0.01
H -3.036 1.267 3.283 -0.01 0.01 0.02
H -1.622 0.980 4.290 0.02 -0.02 -0.01
H -1.490 0.978 2.528 -0.04 0.04 0.02
O -1.553 2.267 -1.287 -0.05 0.07 0.03
S -2.475 1.386 -0.547 0.06 0.14 0.26
N -1.989 0.173 0.122 -0.03 0.10 -0.14
O 3.460 -2.402 -4.075 0.01 0.00 -0.01
S 2.520 -1.332 -4.306 -0.13 -0.02 0.00
O 2.122 -1.094 -5.672 0.05 -0.04 0.00
N 1.233 -1.477 -3.328 0.06 -0.05 -0.08
C 1.183 -0.499 -2.448 0.27 0.11 -0.02
O 0.375 -0.386 -1.498 -0.36 -0.31 0.10
C 2.248 0.544 -2.626 0.00 -0.03 0.03
C 2.391 1.735 -1.947 -0.01 0.06 0.03
C 3.475 2.545 -2.260 0.00 -0.04 -0.02
C 4.389 2.152 -3.237 0.02 0.03 0.00
C 4.225 0.961 -3.939 -0.04 0.04 0.05
C 3.134 0.181 -3.613 0.09 0.05 -0.09
H 1.650 2.022 -1.217 -0.04 -0.01 0.04
H 3.599 3.489 -1.744 0.02 0.02 0.00
H 5.235 2.791 -3.462 -0.01 0.01 -0.01
H 4.920 0.661 -4.712 0.01 -0.01 -0.02
```
Positions in Å, forces in eV/Å.